Molecular formula: C20H20Br2N2O2S
Method: DFT, the ωB97M-V functional and the def2-TZVPD basis

## Properties
LUMO energy	-0.5	eV
HOMO	-6.21	eV
total energy	-179055.821	eV
multiplicity	1
Kohn-Sham gap	0.209	hartree
M	512.27	g/mol

Element x y z (Å)
1 C -1.2872 5.1207 -0.6468
2 C 0.0643 4.5501 -0.9477
3 N 0.2515 3.1741 -0.7444
4 C 1.6172 2.7904 -0.6544
5 C 1.6095 1.3145 -0.4598
6 N 0.1908 0.9692 -0.5476
7 C -0.5382 2.1007 -0.7765
8 S -2.2667 2.3917 -1.0112
9 C -2.2542 4.2153 -1.3985
10 H -1.5098 5.2086 0.4223
11 H -1.3646 6.1451 -1.0563
12 H 0.3091 4.8310 -2.0014
13 H 0.8262 5.0972 -0.3661
14 H 2.0955 3.1132 -1.5514
15 H 2.0506 3.3784 0.1333
16 H 2.1534 0.8006 -1.2559
17 H 2.0437 1.1041 0.5267
18 H -3.2773 4.5580 -1.2170
19 H -2.0221 4.3237 -2.4671
20 C -0.6246 -3.7216 5.2910
21 O -0.7952 -2.3690 4.8175
22 C -0.8260 -2.1083 3.4904
23 C -0.7467 -3.0499 2.4401
24 C -0.5759 -2.6274 1.1037
25 C -0.4425 -1.2219 0.7328
26 C -0.1846 -0.5597 -0.5964
27 C 0.4766 -1.5043 -1.5029
28 C 0.1201 -1.4989 -2.8985
29 C 0.7874 -2.2517 -3.8583
30 Br 0.4466 -2.0487 -5.6874
31 C 1.8386 -3.2420 -3.5232
32 O 2.4605 -3.8953 -4.3747
33 C 1.9505 -3.4567 -2.0653
34 Br 3.1423 -4.8429 -1.5946
35 C 1.2797 -2.6692 -1.1350
36 C -0.7764 -0.3556 1.7986
37 C -0.9071 -0.7628 3.1271
38 H -0.5541 -3.6455 6.3775
39 H -1.4906 -4.3443 5.0227
40 H 0.2976 -4.1620 4.8842
41 H -0.8010 -4.0986 2.7318
42 H -0.5225 -3.4950 0.4131
43 H -1.2331 -0.1466 -1.0672
44 H -0.6656 -0.8264 -3.2587
45 H 1.4620 -2.9750 -0.1029
46 H -0.8123 0.6961 1.5461
47 H -0.9956 -0.0034 3.9085

Atoms 1-3, force components in eV/Å:
-0.562 -0.541 0.081
0.668 2.710 -0.752
-0.449 -1.144 0.297